A 13-piece molecular cluster, C66H64N4O22 overall in a non-equilibrium geometry, computed with ωB97M-V/def2-TZVPD.

XYZ file:
```
156
Properties=species:S:1:pos:R:3:lowdin_charge:R:1
C -2.2359 1.8234 2.0056 0.030
C -2.2001 0.3374 2.3096 -0.487
O -1.2650 -0.2364 2.8796 0.007
N -3.2242 -0.4061 1.8611 0.052
C -4.2815 0.1279 1.0389 -0.078
H -1.3247 2.2731 2.3390 0.064
H -3.1201 2.1225 2.5434 0.093
H -2.3802 1.8658 0.9452 0.053
H -3.1981 -1.4054 2.0048 0.115
H -3.9250 0.5741 0.0745 0.073
H -4.8345 0.8906 1.5884 0.092
H -4.9770 -0.6390 0.7380 0.076
C -3.8809 3.4334 -1.0312 -0.009
C -4.5607 3.0692 -2.3369 -0.562
O -5.7578 2.9723 -2.5016 0.056
N -3.5467 2.9238 -3.2733 0.002
C -3.8634 2.8351 -4.7194 -0.040
H -2.8122 3.1806 -0.9725 0.073
H -4.4433 3.0248 -0.2058 0.061
H -4.0832 4.5237 -0.9265 0.107
H -2.6234 3.2663 -3.0486 0.067
H -2.9988 3.1382 -5.2809 0.074
H -4.7166 3.5116 -4.9280 0.097
H -4.0965 1.8030 -4.9050 0.058
C 0.7699 8.6318 0.8419 0.006
C 0.5657 7.1048 0.7227 -0.547
O 0.1472 6.7116 -0.3189 0.056
N 0.5928 6.4469 1.9135 0.024
C 0.3860 5.0468 1.8839 -0.077
H 1.3750 8.9007 0.0121 0.064
H 1.2435 9.0113 1.7431 0.071
H -0.1851 9.1047 0.7287 0.076
H 1.0912 6.7735 2.7370 0.150
H -0.3600 4.7481 2.6131 0.066
H 1.3399 4.5284 2.1222 0.077
H -0.0280 4.7678 0.9252 0.083
C -1.5467 3.2581 5.0695 -0.002
C -0.0958 2.9841 4.7951 -0.607
O 0.7559 3.8265 4.9733 0.026
N 0.1842 1.7345 4.3489 0.034
C 1.6157 1.2884 4.2155 -0.028
H -1.5907 3.5470 6.1214 0.092
H -2.1493 2.3728 4.9471 0.066
H -1.8172 4.0844 4.4114 0.080
H -0.4165 1.0199 3.9589 0.063
H 1.6549 0.2275 4.4775 0.081
H 2.1308 1.9123 4.9503 0.081
H 2.0924 1.4835 3.2788 0.045
C 5.5351 -3.1296 1.9600 0.000
C 5.1086 -2.0374 2.5849 0.023
C 4.7693 -0.7640 1.7997 -0.365
O 4.6495 0.2556 2.4555 0.086
C 4.9083 -0.7859 0.3402 0.017
C 5.4558 -1.8445 -0.2655 0.021
C 5.8174 -3.1120 0.4352 -0.375
O 6.3551 -4.0858 -0.0595 0.081
H 5.8977 -4.0503 2.4291 0.121
H 5.1085 -1.9554 3.6566 0.113
H 4.4677 0.0657 -0.1947 0.099
H 5.5637 -1.8590 -1.3613 0.121
C -5.1057 -5.0080 -0.1015 0.016
C -5.4727 -5.9723 -0.9342 0.024
C -4.6364 -6.2328 -2.1125 -0.387
O -4.8287 -7.2139 -2.7647 0.122
C -3.3793 -5.4048 -2.3790 0.057
C -3.1045 -4.3997 -1.5477 0.025
C -4.0711 -4.0793 -0.4853 -0.447
O -3.9446 -3.0700 0.1022 0.108
H -5.6410 -4.8717 0.8828 0.152
H -6.2054 -6.7444 -0.7254 0.130
H -2.7420 -5.7215 -3.1887 0.116
H -2.1767 -3.8451 -1.6334 0.099
C 1.3972 -6.1463 2.5989 0.016
C 1.6470 -5.2334 1.7472 0.008
C 3.0033 -5.0845 1.2286 -0.375
O 3.2593 -4.1432 0.5274 0.092
C 3.9802 -6.1533 1.3761 0.012
C 3.8031 -7.1499 2.2334 0.049
C 2.4181 -7.1977 2.8008 -0.358
O 2.0241 -8.2739 3.2322 0.091
H 0.4594 -6.4196 3.0313 0.124
H 0.9840 -4.4469 1.3256 0.112
H 4.8678 -6.1378 0.7549 0.121
H 4.4455 -8.0201 2.4244 0.135
C 5.3470 3.4515 -0.9076 0.022
C 6.0446 4.5673 -0.6457 0.045
C 5.5905 5.5018 0.4436 -0.337
O 6.3236 6.3896 0.9319 0.079
C 4.3774 5.1148 1.2041 0.043
C 3.7805 3.9385 0.9411 0.027
C 4.0966 3.0887 -0.1905 -0.362
O 3.4978 2.0530 -0.4861 0.072
H 5.6918 2.6957 -1.5699 0.116
H 6.9943 4.8290 -1.0650 0.117
H 4.1284 5.7726 2.0279 0.124
H 2.9155 3.6217 1.4674 0.085
C 2.1351 -1.5482 -4.6066 0.041
C 1.1027 -2.3679 -4.9069 0.007
C 0.6401 -3.4424 -4.0611 -0.370
O -0.3655 -4.1353 -4.2771 0.080
C 1.4998 -3.6778 -2.8339 0.029
C 2.5504 -2.8970 -2.5160 0.032
C 2.9086 -1.6675 -3.3121 -0.323
O 3.5520 -0.6847 -2.9308 0.078
H 2.4580 -0.7989 -5.2923 0.107
H 0.4607 -2.1901 -5.7712 0.127
H 1.2240 -4.5257 -2.2212 0.120
H 3.0797 -3.1077 -1.6240 0.079
C 2.4912 2.6118 -3.7902 0.051
C 1.1797 2.6161 -3.5736 0.008
C 0.4904 3.8255 -3.0795 -0.345
O -0.7122 4.0358 -3.1227 0.088
C 1.3959 4.9072 -2.5920 0.036
C 2.6995 4.9066 -2.8044 0.010
C 3.3320 3.8536 -3.6176 -0.402
O 4.3805 4.0160 -4.1613 0.126
H 2.9388 1.7482 -4.2608 0.108
H 0.5540 1.9166 -4.0157 0.096
H 0.9013 5.6643 -2.0084 0.088
H 3.2850 5.7657 -2.4710 0.130
C -4.1200 -1.6452 -4.9365 0.038
C -5.4129 -1.8831 -4.7294 0.033
C -6.0306 -1.3017 -3.5489 -0.376
O -7.2351 -1.3704 -3.4480 0.118
C -5.3270 -0.4847 -2.5265 0.044
C -4.0282 -0.3654 -2.6915 -0.009
C -3.4043 -0.9831 -3.8472 -0.403
O -2.1925 -0.8997 -3.9022 0.068
H -3.4272 -1.9166 -5.7491 0.139
H -5.9998 -2.4369 -5.4416 0.128
H -5.8149 0.0844 -1.7651 0.119
H -3.3812 0.2779 -2.1152 0.105
C -1.2648 -3.1132 2.9292 0.013
C -2.3564 -3.8292 3.2251 0.005
C -2.7389 -4.0234 4.6070 -0.382
O -3.8400 -4.5018 4.8239 0.101
C -1.9746 -3.3363 5.6745 0.004
C -0.8895 -2.6953 5.4365 0.018
C -0.3181 -2.7973 4.0481 -0.344
O 0.9054 -2.7555 3.8616 0.069
H -0.9358 -2.8137 1.9361 0.096
H -3.0243 -4.2870 2.4774 0.123
H -2.3475 -3.4296 6.6696 0.121
H -0.2095 -2.3490 6.2044 0.130
C -0.3839 -1.2483 -1.4623 0.055
C -0.2003 0.0973 -1.6158 0.045
C 0.4607 0.7668 -0.4988 -0.384
O 0.2849 1.9638 -0.3570 0.095
C 1.2079 -0.0167 0.4998 0.034
C 1.1286 -1.3238 0.5796 0.023
C 0.2177 -2.0338 -0.3308 -0.355
O -0.0719 -3.2173 -0.2160 0.053
H -1.1433 -1.6609 -2.0986 0.082
H -0.7496 0.7572 -2.2548 0.103
H 1.9508 0.5326 1.1129 0.119
H 1.6730 -1.8623 1.3047 0.103
```

Summary:
Highest occupied orbital energy, Eh: -0.348
Kohn-Sham gap, eV: 7.41
E, hartree: -4427.3635
ΔE to the lowest compared entry with this formula, charge and spin, kJ/mol: 0.0